No. 1
Entry from OMol25: a structure of composition C5H3Br3O2 in a non-equilibrium geometry (ωB97M-V with the def2-TZVPD basis set).

Computed properties:
**ΔE to the lowest compared entry with this formula, charge and spin**: 8.0 kJ/mol
**Orbital gap**: 9.172 eV
**Highest occupied orbital energy**: -0.3688 Ha
**Total energy**: -219454.7411 eV

XYZ file:
```
13
Properties=species:S:1:pos:R:3:forces:R:3
O 0.640658 -2.816144 -1.575518 0.687 2.270 2.699
Br -2.042603 -1.237775 -1.865153 0.697 0.400 0.699
Br -0.233229 3.000185 0.480115 -0.674 -0.285 -0.515
Br -1.353437 0.886676 2.468582 -0.432 -0.123 -0.665
O 1.731248 -1.143208 -0.310171 -1.367 0.046 0.998
C 0.630277 -1.799125 -0.876658 1.049 -0.591 -3.247
C -0.477073 -0.837407 -0.863642 -0.831 1.815 2.165
C -0.208553 0.203619 0.015851 -0.962 -1.872 -1.577
C -1.180959 1.258546 0.504793 2.889 -0.290 1.594
C 1.258411 0.074191 0.409073 1.093 1.100 -0.474
H -2.155075 1.287559 0.079570 -0.474 0.082 -0.461
H 1.815155 1.020220 0.031924 -0.758 -1.768 0.000
H 1.575179 0.102664 1.501235 -0.918 -0.782 -1.216
```
Forces are in eV/Å.

These are the natural (NBO) partial charges, in e, on atoms 1 to 6: atom 1 (O): -0.53, atom 2 (Br): 0.13, atom 3 (Br): 0.05, atom 4 (Br): 0.03, atom 5 (O): -0.48, atom 6 (C): 0.72



No. 2
Entry from OMol25: a structure of composition C5H3Cl2GdNO3Ti in a non-equilibrium geometry (ωB97M-V with the def2-TZVPD basis set).

Computed properties:
**Charge**: +4
**<S²>**: 20.352
**Orbital gap (alpha / beta)**: 4.393 / 3.247 eV
**Multiplicity**: 9
**Highest occupied orbital energy (alpha / beta)**: -0.8493 / -0.9189 Ha
**Total energy**: -81806.6431 eV

XYZ file:
```
16
Properties=species:S:1:pos:R:3:forces:R:3
Gd 0.272810 -1.146233 -3.195944 1.381 -2.366 -0.564
Ti -0.833757 -0.269107 0.966767 -1.647 3.252 0.063
Cl -1.035343 0.792054 -2.432005 -0.493 0.827 0.661
Cl 0.488863 -1.516035 -0.423837 0.756 -0.312 -2.231
C -0.795867 -1.759430 2.195052 2.128 -7.915 5.950
C -0.193451 -0.180466 -5.380891 -2.044 3.088 -7.053
C 0.285451 -2.508614 -5.827000 -0.622 -0.873 -5.023
O -0.483491 -2.680919 2.867631 -2.041 5.417 -3.816
O -0.471220 0.132971 -6.470496 1.554 -1.398 6.263
O 0.136626 -2.606251 -6.970002 0.840 -0.004 5.363
C 0.545009 2.139483 4.549576 0.540 0.841 -0.397
C 0.312324 1.629325 3.209036 -1.164 -1.348 0.817
N -0.067231 1.062625 2.263734 0.831 0.860 0.541
H 1.468752 1.735209 4.997397 -0.165 0.063 -0.358
H -0.292080 1.951061 5.250361 0.078 -0.088 -0.660
H 0.662598 3.224334 4.400616 0.067 -0.043 0.444
```
Forces are in eV/Å.

These are the Löwdin partial charges, in e, on atoms 1 to 6: atom 1 (Gd): 1.57, atom 2 (Ti): 0.77, atom 3 (Cl): 0.40, atom 4 (Cl): 0.25, atom 5 (C): -0.10, atom 6 (C): -0.11



No. 3
Entry from OMol25: a structure of composition C5H3Cl2InNO3Ti in a non-equilibrium geometry (ωB97M-V with the def2-TZVPD basis set).

Computed properties:
**ΔE to the lowest compared entry with this formula, charge and spin**: 42.4 kJ/mol
**Charge**: +4
**<S²>**: 0.754
**Orbital gap (alpha / beta)**: 6.879 / 6.903 eV
**Multiplicity**: 2
**Highest occupied orbital energy (alpha / beta)**: -0.9782 / -0.9783 Ha
**Total energy**: -66147.2066 eV

XYZ file:
```
16
Properties=species:S:1:pos:R:3:forces:R:3
Ti -1.609570 2.106125 -0.387867 1.868 -3.501 -3.015
In -0.589539 -0.404032 0.526384 1.383 -2.497 -1.034
Cl 0.644325 1.570737 -0.128207 -0.281 1.059 0.467
Cl -2.225481 0.095443 -1.507940 0.417 1.048 1.215
C -1.897759 -2.157899 0.903300 -3.034 -3.665 1.548
C -1.280313 3.829819 0.613971 1.747 8.041 4.382
C -3.526850 2.752606 -0.455544 -8.535 2.868 -0.691
O -2.589131 -3.036964 1.117735 2.612 3.206 -0.926
O -1.019052 4.805224 1.170953 -1.274 -4.651 -2.646
O -4.629341 3.074334 -0.547676 5.160 -1.503 0.457
C 3.562470 -2.279884 -0.282883 1.056 -0.268 -0.197
C 2.304820 -1.747619 -0.104992 -5.272 1.507 1.004
N 1.188732 -1.350829 0.070589 3.492 -1.319 -0.418
H 3.671514 -2.597782 -1.315055 0.147 -0.187 -0.477
H 3.687172 -3.132775 0.377908 0.082 -0.400 0.270
H 4.308001 -1.526505 -0.050675 0.432 0.262 0.061
```
Forces are in eV/Å.

These are the natural (NBO) partial charges, in e, on atoms 1 to 6: atom 1 (Ti): 1.26, atom 2 (In): 1.63, atom 3 (Cl): -0.11, atom 4 (Cl): -0.14, atom 5 (C): 0.51, atom 6 (C): 0.41



No. 4
Entry from OMol25: a cluster of 2 separate species, C5H3ClFN2O2 in total in a non-equilibrium geometry (ωB97M-V with the def2-TZVPD basis set).

Computed properties:
**ΔE to the lowest compared entry with this formula, charge and spin**: 0.0 kJ/mol
**Charge**: -1
**Orbital gap**: 8.444 eV
**Highest occupied orbital energy**: -0.1997 Ha
**Total energy**: -27551.2164 eV

XYZ file:
```
14
Properties=species:S:1:pos:R:3:forces:R:3
C 0.880216 0.792977 -0.006629 -0.017 -1.851 0.136
C -0.359698 0.481030 -0.484958 -1.418 1.021 -0.276
C 1.246984 2.087013 0.201658 -0.279 2.285 0.316
C -0.824544 -4.145428 0.856112 0.024 -0.952 1.124
C -0.633571 2.682783 -0.933088 2.980 -1.186 2.706
N -1.151409 1.477936 -1.000564 0.987 -0.506 0.406
N 0.535130 3.110954 -0.215056 -1.883 -1.564 -1.618
O -0.456937 -4.672737 1.870141 0.139 0.110 0.066
O -1.737881 -4.083963 0.102584 -0.820 0.302 -0.859
F 2.333539 2.403911 0.973206 -0.802 -0.525 -0.924
Cl 0.690848 -2.960213 0.172923 0.665 0.691 -0.341
H 1.458993 -0.052311 0.228348 0.988 -0.723 0.770
H -0.796678 -0.532130 -0.380323 0.629 0.615 -0.451
H -1.184994 3.410178 -1.384354 -1.194 2.282 -1.052
```
Forces are in eV/Å.

These are the natural (NBO) partial charges, in e, on atoms 1 to 6: atom 1 (C): -0.37, atom 2 (C): 0.09, atom 3 (C): 0.60, atom 4 (C): 0.91, atom 5 (C): 0.24, atom 6 (N): -0.45



No. 5
Entry from OMol25: an isolated molecule of C5H3F in a non-equilibrium geometry (ωB97M-V with the def2-TZVPD basis set).

Computed properties:
**ΔE to the lowest compared entry with this formula, charge and spin**: 225.7 kJ/mol
**Orbital gap**: 8.888 eV
**Highest occupied orbital energy**: -0.3065 Ha
**SMILES**: C=C=C1C=C1F
**Total energy**: -7944.7847 eV

XYZ file:
```
9
Properties=species:S:1:pos:R:3:forces:R:3
C 1.104666 -0.959327 -0.003415 0.395 -0.353 -1.793
C -0.074438 -0.415265 0.014410 -4.295 2.458 -0.769
C -1.324813 0.161263 -0.029039 3.238 -1.709 0.241
C -2.590987 1.285773 -0.018125 2.604 -4.753 0.076
C -2.688411 -0.036905 0.067570 -1.480 1.666 -0.972
F -3.666454 -0.917158 -0.012517 0.383 -0.202 0.372
H 1.749195 -1.332028 -0.840760 -1.240 0.675 0.155
H 1.609043 -1.138596 0.878258 0.818 -0.293 2.175
H -2.476706 2.226608 0.347948 -0.423 2.511 0.515
```
Forces are in eV/Å.

These are the natural (NBO) partial charges, in e, on atoms 1 to 6: atom 1 (C): -0.45, atom 2 (C): 0.00, atom 3 (C): -0.12, atom 4 (C): -0.22, atom 5 (C): 0.41, atom 6 (F): -0.28



No. 6
Entry from OMol25: an isolated molecule of C5H3F in a non-equilibrium geometry (ωB97M-V with the def2-TZVPD basis set).

Computed properties:
**ΔE to the lowest compared entry with this formula, charge and spin**: 8.3 kJ/mol
**Orbital gap**: 10.639 eV
**Highest occupied orbital energy**: -0.3618 Ha
**SMILES**: C#CC#CCF
**Total energy**: -7947.0384 eV

XYZ file:
```
9
Properties=species:S:1:pos:R:3:forces:R:3
C -3.168224 -0.409610 0.009529 -0.418 0.109 -0.044
C -1.976692 -0.249553 0.000014 1.269 0.214 -0.001
C -0.571318 -0.046490 -0.007199 -3.513 -0.561 -0.041
C 0.602220 0.105249 -0.029742 1.578 0.208 0.353
C 2.039809 0.311298 0.007526 -0.210 -0.476 0.565
F 2.691842 -0.928229 0.005033 -0.039 0.494 0.188
H -4.248469 -0.498311 0.001316 0.793 -0.023 0.028
H 2.306722 0.819130 -0.894554 0.540 0.491 -0.483
H 2.324106 0.896515 0.908074 0.002 -0.457 -0.565
```
Forces are in eV/Å.

These are the natural (NBO) partial charges, in e, on atoms 1 to 6: atom 1 (C): -0.16, atom 2 (C): -0.09, atom 3 (C): -0.05, atom 4 (C): 0.02, atom 5 (C): -0.02, atom 6 (F): -0.35



No. 7
Entry from OMol25: an isolated molecule of C5H3N in a non-equilibrium geometry (ωB97M-V with the def2-TZVPD basis set).

Computed properties:
**ΔE to the lowest compared entry with this formula, charge and spin**: 487.3 kJ/mol
**Orbital gap (alpha / beta)**: 8.456 / 8.457 eV
**Highest occupied orbital energy (alpha / beta)**: -0.3496 / -0.3496 Ha
**Total energy**: -6715.6726 eV

XYZ file:
```
9
Properties=species:S:1:pos:R:3:forces:R:3
C -1.143444 -0.565895 0.320943 0.851 -0.802 0.930
C -0.057632 -0.937185 0.869955 -0.899 0.498 -0.273
C 0.913585 0.579410 -0.405082 2.340 -1.177 -1.541
C -1.360701 0.507430 -0.449976 -1.061 0.133 -0.232
C 1.240062 -0.507084 0.655024 -0.338 -1.206 1.565
N 1.590440 -0.426240 -0.781277 -0.964 2.292 -0.400
H -1.253118 0.390094 -1.517266 0.156 0.042 -0.122
H -1.918396 1.368947 -0.114649 -0.125 0.135 0.018
H 1.989204 -0.409477 1.422329 0.042 0.083 0.054
```
Forces are in eV/Å.

These are the natural (NBO) partial charges, in e, on atoms 1 to 6: atom 1 (C): -0.05, atom 2 (C): 0.10, atom 3 (C): 0.20, atom 4 (C): -0.28, atom 5 (C): -0.22, atom 6 (N): -0.44



No. 8
Entry from OMol25: an isolated molecule of C5H3N in a non-equilibrium geometry (ωB97M-V with the def2-TZVPD basis set).

Computed properties:
**ΔE to the lowest compared entry with this formula, charge and spin**: 445.9 kJ/mol
**Orbital gap (alpha / beta)**: 8.138 / 8.137 eV
**Highest occupied orbital energy (alpha / beta)**: -0.3437 / -0.3437 Ha
**Total energy**: -6716.1021 eV

XYZ file:
```
9
Properties=species:S:1:pos:R:3:forces:R:3
C 0.331357 0.871617 -0.264245 1.187 0.567 -0.357
C -0.787144 1.450480 0.197376 3.132 1.055 0.242
C -1.860005 0.823304 0.028573 -3.204 0.885 -0.251
C 0.838174 -0.517615 0.274866 -2.875 0.388 2.237
C -0.472230 -1.233345 0.049893 0.490 -0.072 -0.776
N -1.597173 -1.182631 -0.258873 1.051 -2.378 0.520
H 0.878279 1.285476 -1.169116 -0.522 -0.538 1.172
H 1.641583 -0.901801 -0.289440 0.840 -0.458 -0.544
H 1.027163 -0.595484 1.430964 -0.099 0.551 -2.244
```
Forces are in eV/Å.

These are the natural (NBO) partial charges, in e, on atoms 1 to 6: atom 1 (C): 0.07, atom 2 (C): -0.42, atom 3 (C): 0.16, atom 4 (C): -0.54, atom 5 (C): 0.27, atom 6 (N): -0.30



No. 9
Entry from OMol25: an isolated molecule of C5H3N in a non-equilibrium geometry (ωB97M-V with the def2-TZVPD basis set).

Computed properties:
**ΔE to the lowest compared entry with this formula, charge and spin**: 0.0 kJ/mol
**<S²>**: 2.027
**Orbital gap (alpha / beta)**: 7.539 / 7.990 eV
**Multiplicity**: 3
**Highest occupied orbital energy (alpha / beta)**: -0.2466 / -0.4213 Ha
**Total energy**: -6716.6870 eV

XYZ file:
```
9
Properties=species:S:1:pos:R:3:forces:R:3
C 0.412041 0.011132 0.006687 1.976 -8.144 0.001
C -0.640572 -1.024007 -0.002802 3.098 2.255 0.070
C 1.890244 -0.021486 0.013149 -4.168 -1.687 -0.072
C -0.031743 1.279241 0.011404 -2.869 7.509 0.013
C -1.710925 -1.612290 0.003672 0.998 0.124 -0.040
N 3.031539 0.021349 -0.018306 1.662 0.203 0.014
H -1.082639 1.509734 -0.004259 -0.067 0.005 0.008
H 0.658261 2.110074 0.010004 -0.063 -0.028 -0.001
H -2.526210 -2.273751 -0.019552 -0.567 -0.237 0.008
```
Forces are in eV/Å.

These are the natural (NBO) partial charges, in e, on atoms 1 to 6: atom 1 (C): -0.14, atom 2 (C): -0.02, atom 3 (C): 0.24, atom 4 (C): -0.30, atom 5 (C): -0.12, atom 6 (N): -0.28



No. 10
Entry from OMol25: an isolated molecule of C5H3N in a non-equilibrium geometry (ωB97M-V with the def2-TZVPD basis set).

Computed properties:
**ΔE to the lowest compared entry with this formula, charge and spin**: 130.2 kJ/mol
**<S²>**: 2.013
**Orbital gap (alpha / beta)**: 6.614 / 7.391 eV
**Multiplicity**: 3
**Highest occupied orbital energy (alpha / beta)**: -0.2152 / -0.3832 Ha
**Total energy**: -6715.3373 eV

XYZ file:
```
9
Properties=species:S:1:pos:R:3:forces:R:3
C -0.060595 0.499138 0.142227 3.101 -6.058 2.751
C -0.519628 1.494738 -0.361373 -1.203 -0.080 0.361
C -0.448227 3.489883 -1.446121 0.861 4.897 -2.532
C 0.100103 -1.908129 0.364620 -5.098 -4.695 -3.308
C 0.558343 -0.682583 0.559300 1.410 8.166 0.508
N -0.860456 2.566031 -0.900790 -1.183 -1.248 0.428
H 0.544844 -2.713754 0.816087 0.776 -1.861 0.984
H -0.791079 -2.082637 -0.321681 1.385 0.059 1.031
H 1.476694 -0.662688 1.147732 -0.049 0.819 -0.222
```
Forces are in eV/Å.

These are the natural (NBO) partial charges, in e, on atoms 1 to 6: atom 1 (C): -0.02, atom 2 (C): 0.22, atom 3 (C): 0.34, atom 4 (C): -0.29, atom 5 (C): -0.27, atom 6 (N): -0.55



No. 11
Entry from OMol25: an isolated molecule of C5H3N3 in a non-equilibrium geometry (ωB97M-V with the def2-TZVPD basis set).

Computed properties:
**ΔE to the lowest compared entry with this formula, charge and spin**: 416.6 kJ/mol
**Orbital gap**: 9.387 eV
**Highest occupied orbital energy**: -0.3264 Ha
**SMILES**: C#CNC#CNC#N
**Total energy**: -9698.5018 eV

XYZ file:
```
11
Properties=species:S:1:pos:R:3:forces:R:3
C -3.122919 -0.930761 -0.531950 0.650 0.382 0.621
C -2.293445 -0.425570 0.172421 -0.688 -0.319 -0.536
N -1.369198 0.177114 0.933432 -0.104 0.245 0.597
C -0.140432 0.433003 0.482495 1.005 -0.205 -0.421
C 0.954105 0.484267 -0.023548 -1.776 0.773 0.464
N 2.163972 0.731198 -0.532246 -0.675 0.571 -0.386
C 3.075101 -0.143721 -0.180984 1.598 -0.560 -0.092
N 3.867852 -0.905542 0.144665 0.400 -0.396 0.158
H -3.852581 -1.378941 -1.132104 -0.457 -0.313 -0.401
H -1.632131 0.483739 1.859836 0.040 -0.020 -0.169
H 2.349679 1.475217 -1.192016 0.006 -0.159 0.165
```
Forces are in eV/Å.

These are the natural (NBO) partial charges, in e, on atoms 1 to 6: atom 1 (C): -0.28, atom 2 (C): 0.16, atom 3 (N): -0.63, atom 4 (C): 0.14, atom 5 (C): 0.09, atom 6 (N): -0.64



No. 12
Entry from OMol25: an isolated molecule of C5H3N3O in a non-equilibrium geometry (ωB97M-V with the def2-TZVPD basis set).

Computed properties:
**ΔE to the lowest compared entry with this formula, charge and spin**: 28.5 kJ/mol
**Orbital gap**: 10.182 eV
**Highest occupied orbital energy**: -0.3836 Ha
**SMILES**: N#Cc1nccc(O)n1
**Total energy**: -11749.7348 eV

XYZ file:
```
12
Properties=species:S:1:pos:R:3:forces:R:3
N -3.825057 -0.837756 0.257293 4.452 1.276 -1.445
C -2.717447 -0.546344 -0.069052 -3.499 -1.551 0.822
C -1.272080 -0.241346 -0.264384 -1.630 0.723 0.634
N -1.016602 1.027038 -0.190827 -0.127 1.375 1.054
C 0.257772 1.476947 0.101985 -3.953 3.234 -2.884
C 1.199989 0.575513 0.084592 3.394 -2.206 0.284
C 0.793025 -0.788368 -0.096086 2.659 -0.583 1.019
O 1.829825 -1.684907 0.079367 -1.731 0.381 -0.724
N -0.403768 -1.243685 -0.270348 0.338 -0.437 0.087
H 0.264294 2.631102 -0.037810 0.729 -2.189 1.007
H 2.310011 0.742855 0.196888 -1.430 0.197 0.008
H 2.580035 -1.111050 0.208387 0.798 -0.219 0.137
```
Forces are in eV/Å.

These are the natural (NBO) partial charges, in e, on atoms 1 to 6: atom 1 (N): -0.27, atom 2 (C): 0.25, atom 3 (C): 0.32, atom 4 (N): -0.43, atom 5 (C): 0.05, atom 6 (C): -0.34